Formula: C50H59AsBrN5OPPdSi2
Source: OMol25
Level of theory: wB97M-V/def2-TZVPD

```
121
Properties=species:S:1:pos:R:3:forces:R:3
Pd 0.2212 -0.2786 -1.1858 0.005 -0.067 0.054
Br -5.1231 -4.4206 1.2722 -0.005 -0.009 0.006
C -4.1045 -2.9784 0.6062 -0.013 0.045 0.009
C -3.0475 -3.2242 -0.2533 0.062 -0.010 -0.022
C -2.2789 -2.1639 -0.7043 -0.041 -0.041 -0.027
C -2.5840 -0.8652 -0.3226 -0.001 -0.003 0.054
C -3.6395 -0.6310 0.5588 0.070 0.008 -0.003
C -4.4040 -1.6881 1.0190 -0.021 -0.118 -0.047
N -1.7293 0.1926 -0.7739 -0.117 -0.051 -0.294
C -2.2043 1.3750 -0.8418 0.060 -0.032 0.128
C -1.4308 2.5967 -1.1065 0.034 0.002 -0.035
C -2.1178 3.8048 -1.1533 0.022 0.010 0.003
C -1.4005 4.9699 -1.3732 -0.034 -0.021 0.007
C -0.0297 4.8787 -1.5371 0.021 0.004 -0.020
C 0.5667 3.6239 -1.4722 -0.010 -0.001 -0.010
N -0.1088 2.5044 -1.2579 -0.034 0.011 0.062
H -2.8130 -4.2348 -0.5576 0.000 0.000 0.009
H -1.4300 -2.3336 -1.3549 0.009 -0.001 -0.039
H -3.8403 0.3606 0.9462 -0.028 0.005 0.021
H -5.2066 -1.5105 1.7200 0.029 -0.018 -0.084
H -3.2667 1.5287 -0.6694 -0.003 0.003 0.089
H -3.1926 3.8249 -1.0264 -0.003 0.004 -0.003
H -1.9032 5.9265 -1.4166 0.001 0.000 0.005
H 0.5748 5.7592 -1.7064 -0.003 0.002 -0.001
H 1.6397 3.5165 -1.5959 0.000 -0.016 0.014
C -0.5846 0.2505 2.3736 -0.006 -0.012 -0.077
C -0.6705 1.7671 2.3025 0.014 0.010 0.036
As -1.5983 2.6258 3.8238 -0.003 0.017 0.037
C -0.5427 1.8328 5.2614 -0.002 0.015 0.010
C 0.8414 1.7299 5.1379 -0.007 -0.032 -0.011
C 1.6119 1.2659 6.1951 0.006 0.006 -0.005
C 1.0097 0.9073 7.3922 0.006 -0.008 -0.003
C -0.3664 1.0201 7.5290 -0.001 -0.002 -0.001
C -1.1368 1.4837 6.4719 0.003 0.021 -0.001
C -3.1774 1.4687 3.8557 -0.027 0.017 0.000
C -3.1921 0.1460 4.2990 -0.016 -0.009 0.023
C -4.3645 -0.5950 4.2723 0.016 0.039 0.048
C -5.5410 -0.0246 3.8017 0.012 0.040 0.035
C -5.5393 1.2880 3.3546 -0.019 -0.017 -0.010
C -4.3637 2.0295 3.3873 0.019 -0.009 -0.022
P 0.5945 -0.4567 1.1667 0.018 0.030 -0.205
C 0.6496 -2.2172 1.5985 -0.067 -0.028 0.024
C 1.7134 -2.9986 1.1447 -0.031 -0.005 -0.059
C 1.7365 -4.3617 1.3883 0.001 0.012 -0.004
C 0.6900 -4.9641 2.0758 -0.001 0.003 0.008
C -0.3787 -4.1984 2.5148 -0.009 -0.015 -0.016
C -0.4016 -2.8306 2.2774 0.030 0.015 0.036
C 2.1853 0.2261 1.7248 -0.021 0.028 -0.006
C 2.8960 -0.2991 2.8012 -0.012 -0.017 0.026
C 4.0811 0.2958 3.2121 -0.013 -0.005 0.010
C 4.5555 1.4278 2.5629 -0.004 0.013 -0.019
C 3.8432 1.9671 1.4985 0.014 0.003 0.014
C 2.6664 1.3641 1.0782 0.018 -0.032 0.007
H -1.5647 -0.1824 2.1675 0.004 -0.006 0.027
H -0.2806 -0.0883 3.3684 0.036 0.022 -0.004
H -1.2182 2.0892 1.4175 0.038 -0.003 -0.002
H 0.3149 2.2333 2.2388 0.002 0.004 0.014
H 1.3365 2.0078 4.2130 -0.003 -0.001 0.006
H 2.6864 1.1919 6.0827 0.001 -0.007 -0.004
H 1.6100 0.5466 8.2171 0.000 0.004 -0.001
H -0.8430 0.7507 8.4627 0.000 -0.001 -0.001
H -2.2096 1.5723 6.5965 -0.007 -0.002 -0.003
H -2.2884 -0.3072 4.6880 0.006 0.010 0.017
H -4.3633 -1.6180 4.6275 0.003 -0.010 -0.003
H -6.4570 -0.6017 3.7925 -0.015 0.007 0.011
H -6.4554 1.7434 3.0004 0.000 -0.004 -0.003
H -4.3754 3.0638 3.0608 -0.003 0.006 0.012
H 2.5137 -2.5353 0.5810 0.012 0.006 -0.001
H 2.5685 -4.9579 1.0366 -0.002 -0.001 -0.003
H 0.7082 -6.0290 2.2658 -0.002 -0.001 -0.005
H -1.2013 -4.6639 3.0423 0.001 -0.002 0.004
H -1.2483 -2.2523 2.6267 -0.009 -0.005 -0.010
H 2.5278 -1.1763 3.3195 -0.008 -0.015 -0.010
H 4.6314 -0.1235 4.0447 0.001 0.003 0.001
H 5.4765 1.8930 2.8897 -0.002 -0.002 0.000
H 4.2064 2.8559 0.9973 -0.001 -0.003 -0.005
H 2.1109 1.7647 0.2363 -0.024 0.036 -0.005
C 4.7882 -1.1819 -0.6002 -0.011 0.006 -0.004
N 4.4292 -0.0823 -1.4936 0.012 -0.041 -0.060
C 5.3778 0.6915 -2.0721 0.004 0.023 0.020
C 5.0566 1.6958 -2.9148 -0.009 -0.005 0.008
C 3.6658 1.8971 -3.1483 0.013 -0.041 -0.013
N 2.7345 1.1547 -2.5707 0.039 0.071 0.027
C 3.0898 0.1398 -1.7763 0.052 -0.145 -0.050
O 2.2755 -0.6620 -1.2662 0.011 0.186 -0.065
N 3.2428 2.8632 -3.9778 -0.013 0.089 0.082
H 5.8605 -1.1479 -0.4271 0.001 -0.011 -0.008
H 4.5160 -2.1331 -1.0557 -0.019 0.001 0.030
H 4.2638 -1.0669 0.3458 0.000 0.018 0.025
H 6.4009 0.4521 -1.8181 0.000 0.000 -0.002
H 5.8167 2.3021 -3.3818 0.001 -0.001 0.000
H 3.8851 3.4721 -4.4502 0.003 -0.025 -0.034
H 2.2544 2.9650 -4.1356 0.002 -0.030 -0.043
C -2.8462 -1.6280 -4.0951 0.026 0.053 0.026
Si -1.6471 -0.1726 -4.2375 0.041 -0.060 -0.045
C -2.6523 1.3675 -3.7972 0.081 0.046 -0.045
C -1.3119 0.0968 -6.0769 0.037 -0.040 0.010
C -0.0068 -0.3772 -3.3324 -0.056 0.080 0.459
Si 1.0546 -1.6698 -4.2227 -0.041 0.022 -0.078
C 1.9731 -0.8065 -5.6355 0.005 -0.018 0.013
C 0.0152 -3.0718 -4.9313 -0.003 0.010 -0.013
C 2.4037 -2.6437 -3.3244 -0.028 0.078 0.074
H -3.8009 -1.3105 -3.6690 0.010 -0.001 0.023
H -2.4667 -2.4445 -3.4848 0.023 -0.043 0.027
H -3.0525 -2.0373 -5.0861 -0.021 0.001 -0.001
H -3.3035 1.5860 -4.6470 -0.003 -0.014 -0.015
H -2.0272 2.2489 -3.6331 -0.060 -0.023 -0.014
H -3.3051 1.2162 -2.9372 -0.014 0.044 -0.026
H -2.2421 0.3912 -6.5698 -0.003 -0.003 0.007
H -0.9498 -0.8004 -6.5786 0.032 0.018 -0.021
H -0.5797 0.8899 -6.2470 -0.007 0.015 0.005
H 0.5074 0.5829 -3.4871 0.011 -0.067 -0.162
H 1.4156 -0.8352 -6.5717 -0.030 0.023 -0.012
H 2.9392 -1.2855 -5.8155 -0.012 -0.012 -0.004
H 2.1605 0.2439 -5.3978 0.022 0.002 0.013
H -0.7596 -2.7525 -5.6256 -0.043 -0.012 0.007
H -0.4652 -3.6534 -4.1406 0.005 -0.006 0.010
H 0.6801 -3.7500 -5.4724 -0.004 0.000 -0.001
H 3.3147 -2.0670 -3.1546 -0.017 -0.005 0.020
H 2.6698 -3.4631 -3.9979 -0.009 -0.016 0.010
H 2.0754 -3.0740 -2.3769 0.022 0.012 0.032
```
Positions in Å, forces in eV/Å.

frontier orbital gap	6.98	eV
molar mass	1094.448	g/mol
total charge	+1